Entry 1:
{"formula": "H39O20", "method": "ωB97M-V/def2-TZVPD", "total_charge": -1, "gap_ha": 0.329, "homo_energy_ha": -0.254, "e_tot_ha": -1527.98257, "symbols": ["H", "H", "H", "O", "O", "H", "H", "O", "O", "O", "O", "H", "O", "H", "O", "H", "O", "H", "O", "H", "H", "H", "H", "H", "O", "H", "H", "H", "H", "H", "H", "H", "H", "H", "H", "H", "H", "H", "H", "H", "H", "O", "O", "O", "H", "H", "H", "H", "O", "O", "O", "O", "O", "H", "O", "H", "H", "H", "H"], "positions_angstrom": [[2.40, 2.21, 2.60], [-0.48, 2.74, -4.90], [-2.23, 3.21, -0.18], [-3.10, -2.30, 0.73], [-0.52, -3.63, 4.74], [-1.19, 1.55, -1.16], [1.50, -3.12, -0.72], [3.52, -2.57, -2.19], [2.32, 5.21, -0.69], [-1.73, 4.06, 0.11], [0.93, -4.02, -0.43], [-1.69, -2.07, 4.54], [-1.21, -5.05, -1.94], [-2.80, -2.48, 1.62], [3.82, -0.14, -0.95], [-1.89, 4.51, -0.74], [-3.61, -0.69, 2.46], [1.48, -0.30, -2.19], [4.33, 2.69, -0.22], [3.65, 2.11, -0.36], [-0.95, -4.22, 4.19], [-0.40, -2.53, 2.14], [0.36, -3.66, 0.32], [-1.75, 1.21, 0.12], [-2.01, 1.45, -0.66], [3.05, 0.15, -1.28], [-3.79, -1.22, 3.30], [2.25, 4.88, 0.06], [0.35, -3.59, 4.54], [-1.44, -4.25, -2.53], [-3.48, -1.54, 0.34], [4.70, 2.91, -0.98], [3.95, 0.57, -0.35], [-1.24, -0.80, -4.32], [0.94, 1.71, 0.47], [1.53, 5.04, -1.23], [3.48, -1.77, -2.42], [1.42, 2.31, -1.19], [-2.64, -0.40, -3.98], [-2.50, 2.71, 1.59], [0.97, 1.52, 3.08], [-1.94, -1.13, 4.15], [-2.20, 1.81, 1.84], [1.67, 1.60, -0.73], [-2.90, -0.15, 2.21], [0.93, -0.88, -3.58], [0.20, 3.06, 1.64], [3.41, -2.52, -1.19], [1.05, -0.07, -3.00], [2.04, 1.52, 3.20], [-0.71, -2.70, 1.20], [-2.08, -0.49, -4.72], [-0.67, 1.95, -4.33], [-0.72, -1.79, 0.76], [0.18, 2.15, 1.38], [-2.18, -0.82, 4.96], [-1.16, 1.97, 1.49], [-1.33, 1.50, -4.93], [-0.49, -4.89, -1.42]], "mulliken_charge": [0.284, 0.271, 0.359, -0.582, -0.637, 0.433, 0.248, -0.559, -0.558, -0.628, -0.696, 0.324, -0.623, 0.316, -0.664, 0.288, -0.671, 0.228, -0.592, 0.269, 0.315, 0.318, 0.553, 0.114, -0.673, 0.281, 0.306, 0.249, 0.290, 0.280, 0.270, 0.284, 0.257, 0.304, 0.396, 0.301, 0.280, 0.092, 0.321, 0.269, 0.424, -0.538, -0.747, -0.622, 0.346, 0.264, 0.248, 0.293, -0.521, -0.662, -0.780, -0.664, -0.551, 0.327, -0.762, 0.242, 0.383, 0.323, 0.376]}

=====

Entry 2:
{"formula": "C5H9O3", "method": "ωB97M-V/def2-TZVPD", "total_charge": 0, "gap_ha": [0.401, 0.238], "spin_multiplicity": 2, "homo_energy_ha": [-0.380, -0.379], "e_tot_ha": -421.49717, "symbols": ["H", "C", "H", "H", "C", "H", "O", "C", "H", "C", "O", "C", "H", "H", "H", "H", "O"], "positions_angstrom": [[-0.26, 1.89, 0.93], [-2.11, -1.00, -1.28], [-2.99, -1.39, -1.65], [-1.57, -1.58, -0.48], [-1.63, 0.16, -1.65], [2.59, -1.69, 2.46], [3.42, -1.48, 2.02], [0.86, 0.25, 1.03], [3.10, -0.59, 1.44], [-0.35, 0.89, -1.14], [2.03, 0.38, 0.52], [-0.30, 0.92, 0.39], [0.41, 0.27, -1.61], [-0.29, 1.93, -1.39], [-2.09, 0.89, -2.32], [-1.36, 0.68, 0.70], [0.53, -0.51, 2.02]], "mulliken_charge": [0.347, -0.629, 0.330, 0.186, -0.283, 0.296, -0.677, 0.652, 0.435, -0.505, -0.672, -0.598, 0.356, 0.333, 0.291, 0.423, -0.285]}

=====

Entry 3:
{"formula": "C3H3NO2S", "method": "ωB97M-V/def2-TZVPD", "smiles": "[O-][N+]1=CC=COS1", "total_charge": 0, "gap_ha": [0.302, 0.302], "homo_energy_ha": [-0.310, -0.310], "e_tot_ha": -719.39965, "symbols": ["O", "O", "C", "N", "H", "C", "S", "C", "H", "H"], "positions_angstrom": [[1.66, -1.69, 0.49], [3.12, 1.73, 0.20], [0.96, 1.01, 0.08], [2.25, 0.86, 0.05], [0.60, 2.01, 0.23], [0.39, -1.35, 0.11], [2.85, -0.83, -0.29], [0.04, -0.08, -0.09], [-0.98, 0.18, -0.33], [-0.29, -2.19, 0.05]], "mulliken_charge": [-0.367, -0.653, 0.013, 0.458, 0.396, -0.156, 0.106, -0.508, 0.321, 0.390]}

=====

What did the first record say?
{"formula": "H39O20", "method": "ωB97M-V/def2-TZVPD", "total_charge": -1, "gap_ha": 0.329, "homo_energy_ha": -0.254, "e_tot_ha": -1527.98257, "symbols": ["H", "H", "H", "O", "O", "H", "H", "O", "O", "O", "O", "H", "O", "H", "O", "H", "O", "H", "O", "H", "H", "H", "H", "H", "O", "H", "H", "H", "H", "H", "H", "H", "H", "H", "H", "H", "H", "H", "H", "H", "H", "O", "O", "O", "H", "H", "H", "H", "O", "O", "O", "O", "O", "H", "O", "H", "H", "H", "H"], "positions_angstrom": [[2.40, 2.21, 2.60], [-0.48, 2.74, -4.90], [-2.23, 3.21, -0.18], [-3.10, -2.30, 0.73], [-0.52, -3.63, 4.74], [-1.19, 1.55, -1.16], [1.50, -3.12, -0.72], [3.52, -2.57, -2.19], [2.32, 5.21, -0.69], [-1.73, 4.06, 0.11], [0.93, -4.02, -0.43], [-1.69, -2.07, 4.54], [-1.21, -5.05, -1.94], [-2.80, -2.48, 1.62], [3.82, -0.14, -0.95], [-1.89, 4.51, -0.74], [-3.61, -0.69, 2.46], [1.48, -0.30, -2.19], [4.33, 2.69, -0.22], [3.65, 2.11, -0.36], [-0.95, -4.22, 4.19], [-0.40, -2.53, 2.14], [0.36, -3.66, 0.32], [-1.75, 1.21, 0.12], [-2.01, 1.45, -0.66], [3.05, 0.15, -1.28], [-3.79, -1.22, 3.30], [2.25, 4.88, 0.06], [0.35, -3.59, 4.54], [-1.44, -4.25, -2.53], [-3.48, -1.54, 0.34], [4.70, 2.91, -0.98], [3.95, 0.57, -0.35], [-1.24, -0.80, -4.32], [0.94, 1.71, 0.47], [1.53, 5.04, -1.23], [3.48, -1.77, -2.42], [1.42, 2.31, -1.19], [-2.64, -0.40, -3.98], [-2.50, 2.71, 1.59], [0.97, 1.52, 3.08], [-1.94, -1.13, 4.15], [-2.20, 1.81, 1.84], [1.67, 1.60, -0.73], [-2.90, -0.15, 2.21], [0.93, -0.88, -3.58], [0.20, 3.06, 1.64], [3.41, -2.52, -1.19], [1.05, -0.07, -3.00], [2.04, 1.52, 3.20], [-0.71, -2.70, 1.20], [-2.08, -0.49, -4.72], [-0.67, 1.95, -4.33], [-0.72, -1.79, 0.76], [0.18, 2.15, 1.38], [-2.18, -0.82, 4.96], [-1.16, 1.97, 1.49], [-1.33, 1.50, -4.93], [-0.49, -4.89, -1.42]], "mulliken_charge": [0.284, 0.271, 0.359, -0.582, -0.637, 0.433, 0.248, -0.559, -0.558, -0.628, -0.696, 0.324, -0.623, 0.316, -0.664, 0.288, -0.671, 0.228, -0.592, 0.269, 0.315, 0.318, 0.553, 0.114, -0.673, 0.281, 0.306, 0.249, 0.290, 0.280, 0.270, 0.284, 0.257, 0.304, 0.396, 0.301, 0.280, 0.092, 0.321, 0.269, 0.424, -0.538, -0.747, -0.622, 0.346, 0.264, 0.248, 0.293, -0.521, -0.662, -0.780, -0.664, -0.551, 0.327, -0.762, 0.242, 0.383, 0.323, 0.376]}